Model a:
C7H11NO | ωB97M-V/def2-TZVPD

Element x y z (Å)
C -1.358 -0.787 0.188
H 0.244 -0.518 1.857
H 2.126 -1.225 1.303
C 1.626 1.047 -0.475
H 1.299 -2.285 -0.298
C 1.474 -1.273 0.308
H 2.022 1.694 -1.377
H -2.131 0.494 1.153
H -1.326 -0.716 -1.773
H 2.736 -0.655 -1.408
C 0.513 1.010 0.356
N -0.849 1.500 -0.429
C 2.065 -0.097 -0.561
C 0.230 -0.640 0.804
H 0.424 1.730 1.135
O -1.229 -1.409 -1.060
C -1.819 0.612 0.103
H -2.196 -1.374 0.715
H -1.203 2.380 -0.058
H -2.649 0.514 -0.482

LUMO = 0.92 eV
Charge = 0
SMILES = O[C@@H]1CN[C@@H]2C=CC[C@H]12

***

Model b:
C7H11NO | ωB97M-V/def2-TZVPD

Element x y z (Å)
H 2.082 -1.386 -1.628
H -0.609 2.528 -0.446
C -0.304 1.495 0.125
N 0.844 -1.182 1.301
H 1.320 0.437 -1.496
H -2.338 -1.453 -1.059
H 2.661 -1.531 0.143
H -0.644 1.423 1.383
C -2.114 -0.506 -0.548
H 0.459 -0.260 1.647
H 0.146 -1.733 1.575
H -3.261 0.888 0.751
C -3.105 -0.137 0.274
C 1.549 0.398 -0.428
C 2.001 -0.998 -0.636
H -0.334 0.598 -1.558
H -4.015 -0.897 -0.183
C 0.662 -0.729 -0.095
O 1.348 1.587 0.348
C -0.715 -0.028 -0.529

LUMO = 0.74 eV
Charge = 0
SMILES = C=C[C@H]1CO[C@H]2C[C@@]21N

***

Model c:
C7H11NO | ωB97M-V/def2-TZVPD

Element x y z (Å)
H -2.680 -1.846 -0.807
O 1.469 -1.572 -0.384
H -2.985 -1.491 0.893
C -1.553 -0.376 -0.228
C 0.400 0.587 -0.245
N -0.972 0.658 0.042
H 0.407 -1.655 1.460
C 0.896 1.844 -1.007
H 0.502 2.887 -0.518
H -3.760 -0.530 -0.490
C -2.842 -0.971 -0.142
C 0.600 -0.858 -1.062
H 0.851 -0.885 -2.066
H 2.130 -1.698 1.466
H 1.931 1.818 -1.179
C 1.297 -1.239 0.967
C 1.256 0.279 0.962
H 0.340 1.997 -1.889
H 0.996 0.752 1.873
H 2.301 0.697 0.696

LUMO (spin up / spin down) = 0.85 / 0.98 eV
Charge = 0

***

Going by the computed energies, the most stable comes first: model c, model a, model b.

***

Model a:
C7H11NO | ωB97M-V/def2-TZVPD

Element x y z (Å)
C -1.270 -0.417 -0.046
H -3.278 0.204 -0.656
O 0.481 -1.951 0.051
H -3.023 -0.014 1.141
C 0.761 1.304 -0.149
H -0.973 1.473 0.925
H 1.013 1.502 -1.199
N -0.785 -1.617 -0.032
H -3.192 -1.437 -0.088
C 1.415 0.182 0.476
C 1.403 -0.991 -0.413
H -1.390 1.564 -0.770
C -2.741 -0.390 0.102
C 2.649 -0.463 0.114
H 3.101 -1.067 0.994
C -0.695 1.007 -0.088
H 1.000 -0.075 1.394
H 1.184 -0.991 -1.490
H 1.034 2.256 0.380
H 3.307 -0.079 -0.646

LUMO = 1.01 eV
Charge = 0
SMILES = CC1=NO[C@@H]2C[C@H]2CC1

***

Model b:
C7H11NO | ωB97M-V/def2-TZVPD

Element x y z (Å)
O -1.892 -1.182 -0.628
N -1.406 1.186 -0.751
C 2.023 0.424 0.965
H 2.165 1.435 1.353
H -2.012 1.388 2.055
H -2.785 -0.996 -0.961
C -1.295 0.606 1.784
C 0.444 -0.373 -0.936
H -1.846 -0.352 1.748
H 2.893 0.154 0.362
C 1.215 -1.099 -1.990
H 2.276 -0.841 -1.932
C 0.755 0.312 0.180
H 0.863 -0.860 -2.999
C -1.040 -0.135 -0.831
H 1.159 -2.183 -1.850
C -0.560 0.955 0.527
H -2.388 1.310 -0.516
H 2.011 -0.270 1.812
H -0.580 0.522 2.607

LUMO = 0.63 eV
Charge = 0
SMILES = CC1=C(C)[C@@]2(C)N[C@@]12O

***

Model c:
C7H11NO | ωB97M-V/def2-TZVPD

Element x y z (Å)
C 0.175 1.081 -0.826
O 1.107 -1.382 1.615
H 0.231 3.119 -1.739
N -0.728 -0.400 2.206
H -1.597 0.008 1.871
H 0.019 -0.651 -2.144
H 2.142 2.069 -0.435
C -0.509 -1.357 -0.122
C -1.709 -0.717 -0.765
H 0.313 1.741 -2.951
C -0.338 -0.279 -1.180
H -2.298 -0.009 -0.177
H -2.295 -1.334 -1.445
H -0.230 1.498 0.099
C 0.466 2.070 -1.921
H -0.232 -2.363 -0.443
H 2.207 0.697 -1.655
H 1.051 -1.054 2.647
C -0.154 -1.108 1.294
C 1.598 1.448 -1.148

LUMO = 1.06 eV
Charge = 0
SMILES = [H]/N=C(/O)[C@H]1C[C@H]1C1CC1

***

Going by the computed energies, the most stable comes first: model c, model b, model a.

***

Model a:
C7H11NO | ωB97M-V/def2-TZVPD

Element x y z (Å)
C 1.080 0.210 -1.106
C 2.397 0.493 -0.960
H 0.043 0.284 2.272
H -0.586 -2.235 1.069
H 3.174 0.546 -1.668
O -3.208 0.281 -0.099
C -2.012 0.318 -0.131
H 1.505 1.067 1.388
N -1.068 -0.606 -0.089
H 2.706 0.703 -0.044
H 1.120 -0.820 1.592
H -1.361 2.292 0.624
H 0.791 -0.105 -2.146
C 0.739 0.261 1.362
H -0.411 -2.282 -0.776
C -1.079 -2.055 0.062
C -1.049 1.548 -0.212
H -0.780 2.170 -1.053
H -2.068 -2.424 -0.113
C 0.067 0.356 0.029

LUMO = 0.79 eV
Charge = 0
SMILES = C=C[C@@]1(C)CC(=O)N1C

***

Model b:
C7H11NO | ωB97M-V/def2-TZVPD

Element x y z (Å)
O 3.571 0.582 -0.950
H -0.955 2.332 0.228
C -0.422 1.380 -0.017
H 0.542 1.883 -0.497
H 0.961 1.532 1.444
H 0.572 -1.159 -1.450
H -1.837 -0.878 0.631
H -2.206 -1.455 -0.928
C -1.535 0.431 -0.813
H -0.117 -2.444 -0.501
H -0.408 0.687 2.078
N 2.213 -0.971 0.494
C 2.772 -0.093 -0.235
H -2.495 1.066 -0.621
H 0.834 -1.441 1.734
C 0.790 -0.707 0.859
H -1.122 0.739 -1.877
C 0.066 -1.368 -0.378
C 0.218 0.816 1.208
C -1.443 -0.932 -0.409

LUMO = 0.64 eV
Charge = 0
SMILES = O=C=NC1CCCCC1

***

Going by the computed energies, the most stable comes first: model a, model b.

***

Model a:
C4H6O2S2 | ωB97M-V/def2-TZVPD

Element x y z (Å)
O 1.490 -0.204 1.582
H -2.387 1.756 0.249
H 0.612 -2.377 -0.393
S -1.777 -1.147 0.497
C 1.536 0.057 0.399
S -1.188 1.719 -0.282
H -0.119 -1.925 -1.937
C -0.816 0.076 -0.102
C 0.518 -0.211 -0.693
H 3.192 0.857 0.500
O 2.548 0.723 -0.209
H 1.647 -1.685 -1.748
H 0.753 0.480 -1.512
C 0.668 -1.657 -1.201

LUMO = -0.38 eV
Charge = 0
SMILES = C[C@H](C(=O)O)C(=S)S

***

Model b:
C4H6O2S2 | ωB97M-V/def2-TZVPD

Element x y z (Å)
S -1.591 2.285 1.021
H -1.062 -0.119 2.329
O -0.043 -0.279 -1.827
H 0.697 1.188 -0.426
H 0.751 1.095 2.049
H -2.515 0.959 -0.936
H 1.001 -1.180 2.380
S 1.431 -1.707 -3.445
O 0.030 -0.711 0.543
H 1.609 -1.631 -0.718
C -1.457 1.188 -0.378
C 1.059 -1.271 -1.815
C 0.217 -0.191 1.746
C -0.126 0.375 -0.523

LUMO = -1.69 eV
Charge = 0

***

Model c:
C4H6O2S2 | ωB97M-V/def2-TZVPD

Element x y z (Å)
C 0.662 -0.472 0.381
C -1.740 0.494 0.544
S 0.434 2.115 -0.044
C 2.834 -1.159 -0.408
S -2.261 -0.861 -0.613
O 0.379 -1.473 0.946
O 1.812 -0.167 -0.359
H 2.970 -1.566 0.660
H 3.704 -0.583 -0.578
H -2.140 0.199 1.589
C -0.258 0.704 0.166
H 2.525 -1.952 -0.948
H -2.159 1.489 0.037
H -2.197 -1.944 0.961

LUMO = -1.15 eV
Charge = 0

***

Going by the computed energies, the most stable comes first: model a, model c, model b.

***

Model a:
C2H2NO3 | ωB97M-V/def2-TZVPD

Element x y z (Å)
C 1.968 1.050 0.498
O 2.526 2.048 0.810
H 0.930 1.045 0.355
H -0.791 -0.686 -1.867
N -1.069 -0.452 -0.937
O 2.988 -0.131 -1.139
C 2.633 -0.377 -0.018
O 2.489 -1.374 0.660

LUMO (spin up / spin down) = 1.79 / 1.83 eV
Charge = -1

***

Model b:
C2H2NO3 | ωB97M-V/def2-TZVPD

Element x y z (Å)
H -1.013 -1.253 0.184
N -1.150 -0.255 0.109
O 1.323 -1.319 -0.137
H -0.124 1.594 -0.178
O 2.202 0.825 0.175
C -0.115 0.526 -0.198
C 1.338 -0.043 -0.044
O -2.461 -0.076 0.089

LUMO = 4.41 eV
Charge = -1
SMILES = O=C([O-])/C=[NH+]/[O-]

***

Going by the computed energies, the most stable comes first: model b, model a.

***

Model a:
C2H13NO3S | ωB97M-V/def2-TZVPD

Element x y z (Å)
H -1.329 4.938 1.350
H 0.991 -3.461 -1.063
H 2.128 -1.895 1.455
H 0.000 -4.306 -0.287
H -1.222 5.817 0.124
H -0.660 -0.799 -0.869
H 0.883 -0.944 -1.175
H 1.097 0.247 0.754
H -2.621 2.254 -4.477
H -1.744 2.609 -3.278
H -0.479 -0.299 1.248
H 1.388 0.295 3.211
N 0.183 -1.236 -0.505
C 0.473 -0.637 0.808
H 0.549 -2.560 1.835
O -1.837 1.972 -3.993
S 1.172 -1.002 3.463
O -0.837 5.026 0.524
O 0.756 -4.377 -0.877
C 1.109 -1.640 1.752

LUMO = 0.36 eV
Charge = 0
SMILES = NCCS.O.O.O

***

Model b:
C2H13NO3S | ωB97M-V/def2-TZVPD

Element x y z (Å)
H -0.294 -3.331 -0.597
H 1.680 -1.817 -1.125
H 2.332 1.619 -3.732
H 0.694 1.663 -0.958
O -2.249 2.778 3.993
H -2.760 3.539 3.726
H 2.119 1.085 -0.409
H 2.002 -1.482 0.645
C 0.567 -0.236 -0.305
H -0.297 -0.374 -0.978
O -2.800 1.843 0.226
H -3.518 1.849 0.854
N 1.301 0.844 -0.966
O 1.840 0.854 -3.998
H -2.059 1.482 0.669
C 1.249 -1.586 -0.147
H 0.167 0.047 0.682
H -1.361 3.185 3.969
S 0.309 -2.912 0.511
H 1.723 0.357 -3.186

LUMO = 0.36 eV
Charge = 0
SMILES = NCCS.O.O.O

***

Going by the computed energies, the most stable comes first: model a, model b.

***

Model a:
C6H10N2O2 | ωB97M-V/def2-TZVPD

Element x y z (Å)
C 1.437 0.213 -0.245
H -0.094 -2.205 -0.307
H 3.188 -1.093 0.575
C 0.034 -1.593 0.634
C -0.848 0.754 0.364
N -2.672 -0.440 -0.539
H 0.207 2.854 0.279
H -3.739 -0.374 -0.319
O -2.113 0.522 0.565
H 2.233 -1.624 -0.852
O 1.718 1.362 -0.467
C 0.138 -0.176 0.177
H -0.857 -1.892 1.325
C -0.810 2.280 0.171
H 0.874 -1.929 1.241
H -1.450 2.767 0.855
C 2.589 -0.782 -0.414
H 3.428 -0.311 -0.925
H -1.151 2.626 -0.748
N -2.111 -0.959 -1.371

LUMO = 0.20 eV
Charge = 0

***

Model b:
C6H10N2O2 | ωB97M-V/def2-TZVPD

Element x y z (Å)
H -0.799 2.256 0.351
H -2.776 0.212 -0.022
H -1.044 -2.639 1.077
N 2.178 0.693 -1.397
H -0.145 -1.499 2.115
C -1.899 0.689 -0.482
O 2.043 1.367 0.859
C 1.518 0.996 -0.336
H 2.981 1.153 0.921
C -0.142 -1.004 0.028
H 1.598 -1.867 0.132
H -2.232 1.431 -1.218
H -0.711 -0.516 -2.105
H 2.716 1.624 -1.453
O 0.879 -1.798 -0.505
N -0.927 1.260 0.500
C -0.828 -0.231 -1.059
C 0.143 0.487 -0.137
C -0.815 -1.577 1.246
H -1.737 -1.038 1.486

LUMO = 0.44 eV
Charge = 0
SMILES = [H]/N=C(\O)[C@@]12NC[C@@H]1[C@@]2(C)O

***

Going by the computed energies, the most stable comes first: model b, model a.

***

Model a:
C6H10N2O2 | ωB97M-V/def2-TZVPD

Element x y z (Å)
H 2.001 -1.810 1.979
H -0.192 1.522 -3.449
N 0.236 1.202 0.798
H -2.000 -0.786 -0.825
H 0.803 2.012 0.558
C -0.490 0.673 -0.361
O -1.132 -1.070 1.049
C -0.558 1.465 -1.628
N 0.473 1.460 -2.485
C 0.728 -0.003 0.154
H 0.407 -2.105 0.112
H 0.837 -0.767 2.845
C 0.935 -1.608 2.145
H 1.676 0.008 -0.386
C -1.652 -0.211 0.050
H -2.497 0.346 0.477
O -1.627 1.522 -2.294
C 0.261 -1.278 0.832
H 0.479 -2.501 2.594
H 1.311 1.930 -2.165

LUMO = 0.38 eV
Charge = 0
SMILES = C[C@H]1OC[C@@]2(C(N)=O)N[C@@H]12

***

Model b:
C6H10N2O2 | ωB97M-V/def2-TZVPD

Element x y z (Å)
H -1.334 0.918 -2.797
C -0.714 -0.895 0.813
H 2.436 -0.212 2.378
H 1.109 0.791 -1.039
H 0.773 0.617 2.301
H -2.558 0.306 0.793
H -2.722 0.907 -2.055
N 0.324 0.235 -0.794
O 1.830 -2.467 0.826
H -0.717 -1.826 1.306
H -1.744 -0.472 -2.157
C -0.952 0.855 -0.739
N 1.665 -1.560 0.028
C -1.787 0.537 -1.958
H 2.168 1.590 1.805
O 2.411 -1.230 -0.846
C 0.543 -0.663 0.194
H -0.963 1.891 -0.509
C -1.566 0.058 0.391
C 1.797 0.620 2.059

LUMO (spin up / spin down) = -0.70 / -0.03 eV
Charge = 0

***

Going by the computed energies, the most stable comes first: model a, model b.

***

Model a:
C6H10N2O2 | ωB97M-V/def2-TZVPD

Element x y z (Å)
O 0.606 1.123 -2.792
C -0.198 -0.344 1.240
H 0.797 2.053 -2.687
H -0.283 0.722 1.481
C 2.476 2.791 -0.493
C -1.095 -1.335 1.442
H -0.247 -0.983 -3.090
H 0.769 -1.565 -0.193
N 2.384 3.192 -1.567
O -0.309 -0.748 -2.192
H -3.060 -0.455 1.468
H -2.405 -0.669 3.110
H -1.129 -2.290 1.014
C -2.441 -1.103 2.060
H 1.898 -0.717 0.740
H -2.955 -2.021 2.082
N 1.126 0.342 -0.689
H 2.606 2.490 0.526
C 0.967 -0.711 0.311
C 0.494 0.229 -1.770

LUMO = 0.76 eV
Charge = 0
SMILES = C/C=C/CN=C(O)O.C#N

***

Model b:
C6H10N2O2 | ωB97M-V/def2-TZVPD

Element x y z (Å)
C 1.037 -2.078 0.576
N 0.248 -1.330 -0.388
H 1.215 2.085 -2.255
H -2.184 -1.389 0.034
C -0.080 0.007 -0.018
C -2.217 -0.327 0.295
C 1.094 0.932 -0.013
O 1.571 2.681 -1.587
C -1.081 0.247 1.159
N 2.086 1.369 0.487
H 2.022 -1.625 0.796
C -1.390 0.655 -0.557
H 0.480 -2.162 1.520
H -3.216 0.031 0.563
H 0.648 -1.367 -1.319
O -1.350 1.576 0.590
H 2.375 2.534 -0.763
H -0.888 0.177 2.235
H 1.205 -3.093 0.194
H -1.575 1.076 -1.550

LUMO = 0.60 eV
Charge = 0

***

Going by the computed energies, the most stable comes first: model a, model b.

***

Model a:
C3H6ClNO | ωB97M-V/def2-TZVPD

Element x y z (Å)
C -0.829 0.800 0.769
H -0.289 1.766 0.519
C -0.036 -0.489 0.466
H 1.322 0.121 -2.331
H -1.769 0.677 0.226
O -0.868 -1.556 0.176
H 0.592 -0.767 1.267
Cl 2.171 0.934 0.076
C 0.925 -0.173 -0.572
H -1.031 -1.748 -0.753
N 0.689 -0.409 -1.737
H -0.878 0.844 1.894

LUMO = 0.82 eV
Charge = 0
SMILES = [H]/N=C(\Cl)[C@@H](C)O

***

Model b:
C3H6ClNO | ωB97M-V/def2-TZVPD

Element x y z (Å)
H -2.845 0.586 -0.320
O -1.002 1.037 -0.737
H 0.999 0.983 -0.980
H -0.246 -1.114 0.641
H 0.320 -0.377 -1.498
C 1.638 -0.185 1.360
H 2.373 0.570 1.021
N -2.021 0.057 -0.572
C 0.227 0.376 -0.748
C 0.594 -0.303 0.563
Cl 1.991 -1.281 2.727
H -2.027 -0.349 -1.459

LUMO = 0.93 eV
Charge = 0
SMILES = NOC/C=C/Cl

***

Model c:
C3H6ClNO | ωB97M-V/def2-TZVPD

Element x y z (Å)
H -0.314 -1.753 -1.391
H -0.482 2.037 1.120
H 0.966 0.041 -1.925
O -0.385 1.289 -1.161
C 0.687 1.270 -0.334
C 0.348 0.085 -1.060
H 1.102 1.935 1.582
Cl 1.920 2.402 -0.808
C -0.448 -1.099 -0.527
H -1.308 -0.637 -0.153
N 0.361 1.403 1.107
H 0.162 -1.515 0.398

LUMO = 0.95 eV
Charge = 0
SMILES = C[C@H]1O[C@]1(N)Cl

***

Model d:
C3H6ClNO | ωB97M-V/def2-TZVPD

Element x y z (Å)
C -1.950 -0.035 -0.515
H 0.255 2.582 -0.858
O 1.514 -2.652 -0.552
H 0.704 1.181 0.005
H 0.683 -2.950 1.370
N -1.257 1.039 -0.858
C -0.113 1.839 -0.174
H -1.434 1.444 -1.721
H 2.071 -1.608 0.925
C 1.340 -2.448 0.612
H -0.405 2.331 0.711
Cl -1.408 -0.724 1.055

LUMO = 0.66 eV
Charge = 0

***

Going by the computed energies, the most stable comes first: model a, model c, model d, model b.

***

Model a:
C9H15P | ωB97M-V/def2-TZVPD

Element x y z (Å)
H 2.558 -0.021 0.262
C -0.379 3.423 0.097
H 0.890 -3.442 -1.821
H 0.056 -0.504 -2.312
C 1.405 0.152 0.278
H 1.703 3.667 0.252
C 0.910 3.528 0.901
C -1.103 -2.294 -1.378
C -0.312 -1.509 -1.995
C -2.126 -2.663 -0.384
H 1.228 2.658 1.291
H -2.299 -3.736 -0.215
H -1.844 -2.222 0.489
H 1.015 -1.661 1.159
H -0.406 -3.353 -3.110
H -1.270 3.312 0.627
C -0.075 -2.953 -2.261
H -0.214 -0.577 1.450
H 1.264 -0.411 2.268
C 0.807 -0.675 1.409
H 1.022 4.277 1.718
H -0.639 4.199 -0.592
C 0.625 1.012 -0.330
H -3.077 -2.255 -0.708
P -0.479 1.965 -1.094

LUMO = 0.56 eV
Charge = 0
SMILES = CC=C=PCC.CC1=CC1

***

Model b:
C9H15P | ωB97M-V/def2-TZVPD

Element x y z (Å)
C 2.179 1.947 0.578
H -2.976 0.996 0.438
C 0.232 0.319 -2.061
C 2.766 -0.559 0.684
H 0.353 -2.718 -0.248
H -3.888 -1.143 0.632
H -2.262 -1.733 0.037
C -0.856 0.574 0.720
H -2.274 0.538 -1.003
H -2.539 -1.293 1.680
C 0.947 -1.800 -0.116
H 1.166 2.592 0.654
P 0.402 -0.099 -0.248
H 0.321 -0.574 -2.616
C -2.212 0.324 0.145
C 2.221 -1.832 0.311
H -0.812 0.723 -2.267
H 3.780 -0.601 1.104
H 2.702 2.218 1.388
C -2.788 -1.005 0.573
C 1.963 0.471 0.395
H 2.887 -2.629 0.562
H -0.834 0.239 1.696
H 0.968 1.151 -2.230
H 2.657 2.247 -0.254

LUMO = 0.09 eV
Charge = 0
SMILES = CCC=[P@]1(C)C=CC=C1C

***

Going by the computed energies, the most stable comes first: model b, model a.